Entry 1:
C9H15PS in the gas phase, computed with ωB97M-V/def2-TZVPD.

Properties
HOMO level in Eh: -0.302
Energy above the lowest of the compared OMol25 structures with the same formula, charge and spin in kcal per mole: 61.47
SMILES string: S=C=CCC[C@@H]1CCCCP1
E_LUMO in eV: -0.104
Net charge: 0

Last column: natural (NBO) charge in e.
Positions of all 26 atoms, in Å:
C -3.644 -0.312 -0.409  0.0042
C -2.846 -1.046 0.277  -0.4069
C -1.896 -0.754 1.423  -0.4098
C 2.077 0.844 0.494  -0.4189
C 2.249 0.990 -1.082  -0.3955
C -0.667 0.050 1.076  -0.4162
C 1.839 -0.674 0.613  -0.4038
C 0.893 1.190 -1.806  -0.6715
C 0.316 -0.839 0.270  -0.5053
P 0.199 -0.535 -1.517  0.5254
S -4.855 0.532 -1.025  0.0931
H -3.020 -2.057 0.131  0.2546
H -1.246 -0.297 -1.476  -0.0377
H -2.540 -0.187 2.171  0.2290
H -1.701 -1.854 1.786  0.2186
H 2.948 1.081 0.928  0.2067
H 1.351 1.584 0.734  0.2129
H 2.882 1.852 -1.472  0.2064
H 2.767 0.111 -1.497  0.2021
H -0.771 0.829 0.378  0.2186
H -0.092 0.446 2.071  0.2069
H 2.278 -1.410 -0.030  0.2246
H 1.925 -1.035 1.696  0.2020
H 0.409 2.032 -1.506  0.2086
H 1.225 1.267 -2.780  0.2271
H -0.080 -1.806 0.553  0.2247

Entry 2:
2 unconnected molecules or ions with the total composition C9H15PS, computed with ωB97M-V/def2-TZVPD.

Properties
HOMO level (alpha / beta) in Eh: -0.291 / -0.330
Energy above the lowest of the compared OMol25 structures with the same formula, charge and spin in kcal per mole: 79.82
E_LUMO (alpha / beta) in eV: -1.102 / -0.601
Net charge: 0

Last column: natural (NBO) charge in e.
Positions of all 26 atoms, in Å:
C -0.680 3.909 1.956  -0.2446
C -1.323 2.956 1.052  -0.4061
C 0.295 3.376 2.748  -0.4103
C -0.765 1.740 1.171  -0.1076
C 1.027 -0.182 -0.663  -0.6438
C 0.808 -2.553 -1.548  -0.6226
C -0.294 -0.688 -2.545  -0.6262
C -0.462 -2.240 1.355  -0.9841
C 0.146 -1.229 -1.245  -0.3097
P -1.335 -1.264 0.046  0.6716
S 0.424 1.655 2.424  0.3407
H -0.960 4.943 2.001  0.2222
H -2.074 3.127 0.315  0.2356
H 0.930 3.901 3.448  0.2408
H 0.476 0.722 -0.381  0.2419
H 1.664 -0.517 0.132  0.2131
H 1.554 0.226 -1.541  0.2038
H 1.196 -3.157 -0.685  0.2118
H 1.567 -2.401 -2.396  0.2223
H -0.035 -3.231 -1.898  0.2104
H 0.548 -0.270 -3.093  0.2111
H -0.864 -1.514 -3.053  0.2098
H -1.120 0.000 -2.497  0.2209
H 0.097 -3.014 0.953  0.2239
H -1.101 -2.683 2.082  0.2371
H 0.280 -1.609 1.861  0.2379

Entry 3:
2 unconnected molecules or ions with the total composition C9H16, computed with ωB97M-V/def2-TZVPD.

Properties
HOMO level in Eh: -0.300
Energy above the lowest of the compared OMol25 structures with the same formula, charge and spin in kcal per mole: 50.72
SMILES string: C=C/C=C/C.C=C(C)C
E_LUMO in eV: 0.783
Net charge: 0

Last column: natural (NBO) charge in e.
Positions of all 25 atoms, in Å:
C -0.766 -0.998 0.458  0.0745
C 1.289 0.400 -0.037  -0.1421
C -1.707 -0.008 0.691  -0.5128
C -0.815 -1.763 -0.839  -0.6529
C -0.173 -1.742 1.627  -0.6492
C 2.358 -0.505 -0.572  -0.6493
C 0.723 1.383 -0.807  -0.2589
C -0.739 3.436 -0.477  -0.3954
C -0.309 2.197 -0.319  -0.1853
H 1.309 0.555 1.036  0.1991
H 0.836 1.330 -1.888  0.2014
H -0.181 -1.140 2.534  0.2163
H -1.987 0.219 1.713  0.2137
H -1.039 1.412 0.365  0.2279
H -2.516 0.114 -0.020  0.2155
H 0.175 -2.097 -1.141  0.2089
H -1.431 -2.659 -0.734  0.2162
H -1.220 -1.159 -1.648  0.2184
H 0.851 -2.060 1.428  0.2046
H -0.753 -2.646 1.828  0.2193
H 3.349 -0.081 -0.385  0.2240
H 2.336 -1.482 -0.088  0.2073
H 2.249 -0.651 -1.648  0.2115
H -0.191 4.155 -1.073  0.1892
H -1.648 3.789 -0.008  0.1982

Max |F| / eV Å⁻¹: 5.26; 3.24; 3.27
Total energy / hartree: -1091.315012; -1091.285772; -352.389703